C3H5NOS in the gas phase at a distorted geometry, computed with ωB97M-V with the def2-TZVPD basis set.

Its spin multiplicity is 1. For the HOMO-LUMO gap, the calculation gives 8.7 eV. The calculation puts the LUMO energy at 0.78 eV. Its energy is -645.4327 Eh. Its structure (SMILES) is O[C@@H]1C=CSN1.

Each line ends with the Mulliken charge.
Cartesian coordinates (Å):
C  -0.2260  1.0956  -0.0721  -0.7055
C  1.0848  1.1701  -0.3082  -0.1701
C  -0.6626  -0.3286  0.2092  0.3727
N  0.5421  -1.0881  0.5090  -0.3567
O  -1.3045  -0.8251  -0.8798  -0.5120
S  1.9767  -0.3099  -0.0482  -0.1041
H  -0.7647  1.9624  -0.4256  0.2994
H  1.5108  2.0709  -0.6598  0.3679
H  -1.2135  -0.4764  1.2114  0.2558
H  0.5664  -1.5658  1.3556  0.2705
H  -1.5096  -1.7051  -0.8914  0.2821